Record 1
The following is a DFT calculation (wB97M-V/def2-TZVPD) of C5H11FO3Yb as an isolated structure in a non-equilibrium geometry.

The geometry in XYZ format:
```
21
C5H11FO3Yb wB97M-V/def2-TZVPD
F -1.058 -4.306 -2.982
C -0.749 -2.559 -1.938
H 0.111 -3.121 -1.550
H -1.744 -2.781 -1.529
H -0.592 -2.060 -2.901
C 0.367 3.238 0.398
O 0.159 2.853 -0.924
C 0.865 2.068 1.248
O -0.007 0.971 0.960
C 0.439 -0.343 1.285
C -0.444 -1.293 0.501
O -0.493 -0.928 -0.877
Yb -0.498 1.115 -1.235
H -0.563 3.628 0.859
H 1.121 4.044 0.482
H 0.845 2.291 2.325
H 1.890 1.786 0.953
H 0.358 -0.524 2.367
H 1.493 -0.453 0.983
H -1.465 -1.315 0.923
H -0.034 -2.311 0.653
```

Calculated values
**Expectation value of S²**: 0.75
**Multiplicity**: 2
**Net charge**: +1
**E_HOMO (spin up / spin down)**: -12.27 / -12.27 eV
**Orbital gap (spin up / spin down)**: 0.2304 / 0.2317 Eh

Atom charges from the Löwdin analysis, given in e for atoms 1 to 5: atom 1 (F): -0.479, atom 2 (C): 0.103, atom 3 (H): 0.081, atom 4 (H): 0.086, atom 5 (H): 0.066


Record 2
The following is a DFT calculation (wB97M-V/def2-TZVPD) of an isolated ion of composition C5H8N3O3 and charge +1.

The geometry in XYZ format:
```
19
C5H8N3O3 wB97M-V/def2-TZVPD
C 3.324 -0.053 0.350
C 2.444 1.157 0.187
O 2.788 2.286 0.308
O 1.130 0.940 -0.219
C 0.607 -0.352 -0.346
C -0.887 -0.221 -0.230
N -1.534 0.737 0.381
N -2.822 0.397 0.250
O -3.802 1.185 0.719
C -3.014 -0.703 -0.436
N -1.777 -1.132 -0.733
H 3.249 -0.728 -0.505
H 3.053 -0.615 1.250
H 4.348 0.303 0.460
H 0.843 -0.797 -1.323
H 0.951 -1.032 0.441
H -3.377 1.748 1.393
H -3.962 -1.157 -0.682
H -1.560 -1.964 -1.266
```

Calculated values
**Net charge**: +1
**Structure (SMILES)**: CC(=O)OCc1nn(O)c[nH+]1
**E_HOMO**: -13.70 eV
**Orbital gap**: 0.3659 Eh

Atom charges from the Löwdin analysis, given in e for atoms 1 to 5: atom 1 (C): 0.019, atom 2 (C): -0.481, atom 3 (O): 0.168, atom 4 (O): 0.003, atom 5 (C): -0.121


Record 3
The following is a DFT calculation (wB97M-V/def2-TZVPD) of a 6-piece molecular cluster, C35H83FN2O11P overall in a non-equilibrium geometry.

The geometry in XYZ format:
```
133
C35H83FN2O11P wB97M-V/def2-TZVPD
C 7.278 -1.431 1.364
C 6.253 -2.296 0.660
O 4.975 -1.620 0.761
P 3.734 -2.334 0.083
O 4.108 -3.322 -0.945
C 2.748 -3.124 1.373
C 1.693 -2.182 2.004
C 0.252 -2.686 1.907
O -0.335 -2.777 3.179
C -1.692 -3.140 3.074
C -2.465 -2.017 2.372
N -2.289 -0.801 3.114
N -2.013 -1.913 0.930
C -2.317 -3.208 0.209
O -2.560 -2.940 -1.126
C -2.661 -4.151 -1.873
C -2.566 -0.729 0.191
C -4.090 -0.580 0.147
C -4.742 0.188 1.282
O -4.794 -1.809 0.038
C -0.499 -1.756 0.948
F -0.058 -2.040 -0.318
O 2.788 -1.189 -0.504
C 2.437 -1.307 -1.903
C 1.467 -0.178 -2.259
H 7.413 -0.502 0.817
H 8.235 -1.947 1.357
H 6.974 -1.234 2.387
H 6.204 -3.275 1.129
H 6.528 -2.411 -0.382
H 2.306 -3.977 0.866
H 3.425 -3.526 2.125
H 1.940 -1.980 3.042
H 1.761 -1.236 1.473
H 0.266 -3.679 1.445
H -1.820 -4.119 2.604
H -2.100 -3.177 4.078
H -3.523 -2.272 2.374
H -1.663 -0.113 2.738
H -3.153 -0.395 3.423
H -3.199 -3.645 0.682
H -1.490 -3.906 0.316
H -3.318 -4.863 -1.374
H -1.679 -4.602 -2.014
H -3.063 -3.885 -2.843
H -2.158 0.174 0.638
H -2.179 -0.745 -0.822
H -4.272 0.003 -0.759
H -5.727 0.515 0.963
H -4.158 1.051 1.587
H -4.923 -0.469 2.134
H -4.683 -2.130 -0.856
H -0.251 -0.716 1.146
H 3.328 -1.235 -2.516
H 1.955 -2.262 -2.081
H 1.641 0.659 -1.594
H 1.610 0.132 -3.289
H 0.437 -0.503 -2.129
C 3.009 1.377 1.494
C 3.352 2.225 0.286
O 2.614 3.429 0.221
C 2.802 4.345 1.286
C 4.232 4.833 1.436
H 1.931 1.187 1.517
H 3.524 0.418 1.444
H 3.282 1.861 2.433
H 3.087 1.678 -0.615
H 4.429 2.415 0.229
H 2.440 3.918 2.229
H 2.152 5.189 1.054
H 4.916 4.026 1.702
H 4.288 5.586 2.222
H 4.583 5.276 0.503
C -4.732 2.184 -4.501
C -3.509 1.977 -3.628
O -3.367 0.645 -3.141
C -3.226 -0.361 -4.131
C -2.011 -0.181 -5.024
H -5.638 1.891 -3.968
H -4.816 3.235 -4.774
H -4.682 1.604 -5.423
H -3.592 2.603 -2.740
H -2.602 2.292 -4.152
H -4.139 -0.439 -4.730
H -3.133 -1.298 -3.576
H -2.075 0.727 -5.624
H -1.924 -1.024 -5.710
H -1.100 -0.121 -4.426
C -4.698 4.083 1.119
C -3.984 4.118 -0.222
O -4.724 4.713 -1.264
C -5.082 6.074 -1.078
C -3.895 7.008 -0.920
H -5.663 3.582 1.023
H -4.089 3.541 1.845
H -4.880 5.080 1.520
H -3.800 3.092 -0.553
H -3.002 4.596 -0.124
H -5.770 6.176 -0.232
H -5.643 6.344 -1.971
H -3.321 6.796 -0.017
H -4.241 8.040 -0.856
H -3.222 6.919 -1.774
C 1.189 6.554 -3.967
C 0.154 5.515 -4.360
O 0.589 4.177 -4.200
C 0.948 3.795 -2.885
C -0.188 3.910 -1.883
H 2.114 6.401 -4.524
H 0.814 7.554 -4.183
H 1.428 6.513 -2.903
H -0.079 5.615 -5.420
H -0.783 5.682 -3.815
H 1.822 4.356 -2.542
H 1.258 2.752 -2.959
H -0.514 4.943 -1.750
H 0.135 3.537 -0.910
H -1.050 3.329 -2.218
C 2.515 -6.300 5.936
C 2.871 -5.988 4.493
O 4.234 -6.168 4.174
C 4.748 -7.479 4.345
C 4.055 -8.531 3.497
H 3.129 -5.709 6.616
H 1.466 -6.066 6.122
H 2.667 -7.352 6.176
H 2.669 -4.933 4.292
H 2.237 -6.566 3.808
H 4.730 -7.762 5.403
H 5.797 -7.412 4.057
H 3.007 -8.658 3.775
H 4.548 -9.495 3.625
H 4.093 -8.258 2.442
```

Calculated values
**Net charge**: +1
**E_HOMO**: -11.16 eV
**Orbital gap**: 0.3336 Eh

Atom charges from the Löwdin analysis, given in e for atoms 1 to 5: atom 1 (C): -0.068, atom 2 (C): -0.257, atom 3 (O): -0.205, atom 4 (P): 0.480, atom 5 (O): -0.252


Record 4
The following is a DFT calculation (wB97M-V/def2-TZVPD) of a 3-piece molecular cluster, C2H11N2O2 overall in a non-equilibrium geometry.

The geometry in XYZ format:
```
17
C2H11N2O2 wB97M-V/def2-TZVPD
C 1.422 0.643 -0.326
C 0.659 -0.440 -0.512
N -0.471 -0.578 -1.425
N 2.189 0.672 0.818
H 1.585 1.422 -1.035
H 0.729 -1.217 0.267
H -0.860 -1.538 -1.341
H -1.222 0.085 -1.180
H -0.350 -0.534 -2.459
H 2.168 -0.036 1.539
H 3.051 1.240 0.801
H -0.944 2.323 1.473
H -0.012 1.120 1.421
O -0.621 1.658 0.845
H -2.457 -1.632 1.199
H -2.288 -2.697 0.263
O -2.348 -1.733 0.236
```

Calculated values
**Net charge**: +1
**E_HOMO**: -12.76 eV
**Orbital gap**: 0.3545 Eh

Atom charges from the Löwdin analysis, given in e for atoms 1 to 5: atom 1 (C): -0.195, atom 2 (C): -0.154, atom 3 (N): 0.163, atom 4 (N): 0.069, atom 5 (H): 0.134


Record 5
The following is a DFT calculation (wB97M-V/def2-TZVPD) of an isolated molecule of C10H12N2O in a non-equilibrium geometry.

The geometry in XYZ format:
```
25
C10H12N2O wB97M-V/def2-TZVPD
C -1.232 -0.526 1.373
N 0.020 0.125 1.696
C 1.271 -0.526 1.373
C 0.020 1.559 1.540
O 0.020 2.057 2.932
C 0.020 3.430 3.089
C 0.020 3.927 4.388
C 0.021 5.262 4.642
C 0.021 6.200 3.601
C 0.021 7.606 3.874
N 0.022 8.729 4.148
C 0.020 5.732 2.261
C 0.020 4.337 2.032
H -1.101 -1.599 1.336
H -2.011 -0.287 2.145
H -1.594 -0.147 0.392
H 1.140 -1.599 1.336
H 1.633 -0.147 0.392
H 2.051 -0.287 2.145
H 0.941 1.928 1.071
H -0.901 1.928 1.072
H 0.020 3.211 5.224
H 0.020 5.662 5.678
H 0.020 6.419 1.439
H 0.020 3.975 1.008
```

Calculated values
**Structure (SMILES)**: CN(C)COc1ccc(C#N)cc1
**E_HOMO**: -8.86 eV
**Orbital gap**: 0.3479 Eh

Atom charges from the Löwdin analysis, given in e for atoms 1 to 5: atom 1 (C): -0.086, atom 2 (N): -0.268, atom 3 (C): -0.086, atom 4 (C): -0.176, atom 5 (O): -0.027


Record 6
The following is a DFT calculation (wB97M-V/def2-TZVPD) of C33H63N10O8P2Re as an isolated structure.

The geometry in XYZ format:
```
117
C33H63N10O8P2Re wB97M-V/def2-TZVPD
Re -0.184 0.489 -0.882
N 0.568 4.032 -0.556
N -0.655 4.596 -0.889
C -1.818 3.989 -0.614
N -2.922 4.702 -0.866
N -1.760 2.715 -0.181
N -2.878 2.223 0.444
O -2.775 1.075 0.833
O -3.881 2.898 0.650
H 1.119 4.725 -0.066
H 1.014 3.718 -1.420
H -0.681 5.440 -1.444
H -2.839 5.686 -1.056
H -3.791 4.340 -0.506
C 1.362 -3.177 -2.984
C 1.066 -1.679 -2.889
C 2.273 -0.886 -3.379
C 0.675 -1.351 -1.448
H 1.648 -3.460 -3.999
H 0.490 -3.769 -2.702
H 2.183 -3.451 -2.317
H 0.224 -1.472 -3.549
H 3.144 -1.095 -2.748
H 2.099 0.190 -3.379
H 2.534 -1.173 -4.399
H 1.547 -1.486 -0.796
H -0.064 -2.088 -1.108
C 4.892 2.488 -0.081
C 4.164 2.063 -1.357
C 2.811 1.593 -1.093
N 1.750 1.207 -0.909
H 5.898 2.814 -0.335
H 4.964 1.659 0.621
H 4.376 3.311 0.410
H 4.684 1.249 -1.867
H 4.074 2.882 -2.075
N 0.040 0.093 0.948
P 0.170 -0.689 2.296
N -0.870 -0.108 3.441
C -1.310 1.287 3.401
C -0.920 2.031 4.685
C -0.897 1.082 5.888
C -1.911 -0.037 5.684
C -1.536 -0.909 4.476
N -0.143 -2.319 2.300
C 0.893 -3.292 1.951
C 0.576 -4.635 2.595
C -0.801 -5.129 2.167
C -1.856 -4.069 2.465
C -1.461 -2.748 1.823
N 1.719 -0.539 2.864
C 2.043 -0.978 4.226
C 3.370 -0.381 4.664
C 4.518 -0.857 3.770
C 4.078 -0.959 2.297
C 2.840 -0.115 2.029
H -2.396 1.304 3.264
H -0.876 1.760 2.522
H -1.652 2.824 4.856
H 0.051 2.516 4.566
H -1.102 1.626 6.810
H 0.098 0.648 6.005
H -2.903 0.398 5.539
H -1.978 -0.673 6.567
H -2.442 -1.379 4.076
H -0.869 -1.714 4.785
H 1.858 -2.921 2.287
H 0.944 -3.411 0.858
H 0.601 -4.512 3.683
H 1.349 -5.359 2.330
H -1.047 -6.073 2.654
H -0.789 -5.323 1.088
H -1.947 -3.928 3.546
H -2.834 -4.379 2.090
H -2.188 -1.963 2.031
H -1.428 -2.869 0.733
H 2.090 -2.075 4.289
H 1.246 -0.655 4.894
H 3.561 -0.649 5.704
H 3.287 0.709 4.633
H 4.868 -1.832 4.115
H 5.364 -0.175 3.871
H 3.856 -1.997 2.039
H 4.884 -0.647 1.630
H 2.532 -0.189 0.988
H 3.068 0.943 2.221
C -4.562 -1.168 0.135
O -3.274 -1.404 -0.458
P -2.439 -0.470 -1.419
O -2.124 -1.426 -2.646
C -3.155 -2.144 -3.355
O -3.593 0.523 -1.892
C -3.502 1.542 -2.901
H -5.313 -1.687 -0.458
H -4.784 -0.107 0.185
H -4.527 -1.587 1.137
H -2.954 -3.207 -3.245
H -3.092 -1.851 -4.400
H -4.141 -1.912 -2.956
H -3.503 1.084 -3.889
H -2.598 2.132 -2.775
H -4.384 2.165 -2.777
O -1.333 -0.025 -5.191
C -0.683 0.987 -5.801
C -0.785 1.042 -7.191
C -0.146 2.039 -7.897
C 0.609 3.004 -7.235
C 0.708 2.951 -5.862
C 0.070 1.954 -5.115
C 0.243 2.000 -3.634
O 0.949 2.869 -3.126
O -0.406 1.107 -2.928
H -1.134 0.041 -4.237
H -1.369 0.282 -7.692
H -0.233 2.066 -8.975
H 1.111 3.784 -7.790
H 1.287 3.687 -5.320
```

Calculated values
**Expectation value of S²**: 3.77
**Multiplicity**: 4
**Net charge**: +1
**E_HOMO (spin up / spin down)**: -9.56 / -10.44 eV
**Orbital gap (spin up / spin down)**: 0.2718 / 0.2758 Eh

Atom charges from the Löwdin analysis, given in e for atoms 1 to 5: atom 1 (Re): 1.349, atom 2 (N): 0.050, atom 3 (N): -0.008, atom 4 (C): -0.385, atom 5 (N): 0.203